{"formula": "C15H35BeN4O6P", "method": "ωB97M-V/def2-TZVPD", "species": ["P", "O", "O", "O", "O", "O", "O", "N", "N", "N", "N", "C", "C", "C", "C", "C", "C", "C", "C", "C", "C", "C", "C", "C", "C", "C", "Be", "H", "H", "H", "H", "H", "H", "H", "H", "H", "H", "H", "H", "H", "H", "H", "H", "H", "H", "H", "H", "H", "H", "H", "H", "H", "H", "H", "H", "H", "H", "H", "H", "H", "H", "H"], "positions_angstrom": [[0.8938, -0.2805, 1.4261], [1.0070, 2.1119, -1.7878], [-2.8986, 0.3863, 0.9851], [1.1443, 0.6843, -4.9119], [-2.5513, -1.9323, 0.1464], [-0.5264, -1.1050, -4.1044], [1.6606, -0.3146, -2.0207], [-0.0760, 1.7141, -1.0787], [0.5754, -0.7837, -1.5427], [-1.9485, 0.9285, 0.1942], [-1.5070, -1.5680, -0.5365], [2.3285, -1.3235, 1.9049], [-0.6351, 2.6954, -0.3639], [-2.5269, 3.1047, 1.3271], [0.6428, 2.1021, 3.0429], [-0.7951, -2.5765, -1.0908], [3.5557, -1.0643, 1.0451], [-0.3809, -0.8072, 2.6377], [-1.3357, -3.9553, -1.1016], [-1.7375, 2.2373, 0.4039], [1.3785, -2.9065, -2.4629], [-0.1055, 4.0811, -0.2864], [1.5311, 1.3377, 2.0789], [-1.9719, 0.1964, -2.6072], [0.4085, -2.1296, -1.6664], [0.0272, -1.1106, 4.0672], [-0.9863, 0.1354, -1.1094], [-0.3718, 2.2240, 2.6405], [2.5316, -1.1252, 2.9633], [4.4045, -1.6346, 1.4382], [1.0717, 3.1047, 3.1653], [0.9434, 1.4782, -4.3868], [1.4413, 1.2309, -2.0293], [-1.4281, -4.3244, -0.0758], [-2.0830, 1.2311, -2.9400], [-1.1893, -0.0615, 2.5933], [2.3672, -2.8710, -1.9940], [3.3867, -1.3749, 0.0095], [0.4353, -0.0025, -4.6491], [2.5426, 1.1600, 2.4819], [1.0466, -3.9440, -2.5472], [1.4406, -2.4771, -3.4690], [-2.3333, -4.0033, -1.5621], [1.6522, 1.9342, 1.1585], [3.8397, -0.0070, 1.0341], [0.2581, -0.2126, 4.6474], [0.5604, 4.3129, -1.1194], [-3.1396, 2.4909, 1.9929], [-2.8893, -0.6178, 0.7158], [-0.6679, -4.6205, -1.6539], [-1.8752, 3.7500, 1.9318], [-0.8101, -1.7073, 2.1756], [-0.8248, -1.6097, 4.5446], [-3.1923, 3.7682, 0.7539], [2.0019, -2.3650, 1.8015], [-0.9429, 4.7841, -0.2912], [0.4462, 4.2296, 0.6507], [-2.9430, -0.2746, -2.4143], [-0.9655, -1.6499, -4.7688], [0.5865, 1.6217, 4.0262], [0.8781, -1.7957, 4.0997], [-1.3491, -0.4996, -3.5124]], "forces_ev_per_angstrom": [[-0.05, 0.27, 0.18], [0.12, -0.23, -0.19], [-0.22, -0.40, -0.38], [-0.78, -0.14, 0.43], [0.74, 0.31, -0.75], [-0.81, -0.37, -0.03], [-0.73, -0.58, 0.36], [-0.73, 3.26, 1.48], [0.71, -0.48, -0.82], [-0.36, 3.32, 1.41], [-0.31, -1.44, 0.55], [-0.31, -0.13, 0.10], [2.43, -1.69, -2.24], [-0.14, -0.02, 0.18], [0.11, 0.33, 0.05], [-0.20, 0.85, -0.11], [0.23, -0.17, -0.05], [-0.08, 0.04, -0.20], [0.19, -0.49, -0.02], [-1.42, -3.28, 0.04], [0.02, -0.54, 0.06], [-0.08, 0.30, -0.12], [0.23, -0.07, -0.65], [-1.11, 1.19, 1.67], [-0.30, 0.70, -0.04], [-0.38, -0.25, 0.21], [0.70, -0.66, -0.02], [0.24, -0.12, 0.23], [0.15, -0.18, -0.12], [-0.04, 0.12, -0.14], [-0.21, -0.09, 0.20], [0.07, -0.48, -0.32], [-0.17, 0.12, 0.07], [-0.09, 0.00, -0.11], [-0.27, -0.14, -0.52], [0.23, -0.23, 0.08], [-0.07, -0.01, -0.18], [0.01, 0.10, 0.09], [1.17, 1.16, -0.35], [-0.37, 0.24, 0.02], [0.21, 0.11, 0.02], [0.09, 0.05, 0.26], [0.26, 0.19, 0.20], [0.19, 0.02, 0.36], [-0.04, -0.12, 0.00], [0.06, -0.24, -0.10], [-0.13, -0.14, 0.15], [0.13, 0.13, -0.17], [-0.09, 0.44, 0.09], [-0.15, 0.05, 0.13], [-0.10, -0.18, -0.20], [-0.01, 0.09, 0.14], [0.24, 0.06, 0.19], [0.15, -0.21, 0.08], [0.15, 0.00, 0.12], [0.12, 0.02, 0.03], [-0.07, -0.06, -0.11], [-0.09, 0.10, -0.55], [-0.22, 0.14, -0.05], [-0.06, 0.24, -0.28], [-0.11, 0.10, 0.13], [1.35, -0.92, -0.52]], "orbital_gap_ev": [6.696, 6.797], "charge": 0, "energy_ha": -1618.86502}